# 1
{
  "formula": "C7H26N10O7Zn",
  "method": "ωB97M-V with the def2-TZVPD basis set",
  "elements": ["Zn", "C", "O", "N", "N", "H", "H", "H", "H", "C", "O", "N", "N", "H", "H", "H", "H", "C", "O", "N", "N", "H", "H", "H", "H", "C", "O", "N", "N", "H", "H", "H", "H", "C", "O", "N", "N", "H", "H", "H", "H", "C", "C", "O", "O", "H", "H", "H", "H", "H", "H"],
  "positions_angstrom": [[16.980680, 34.748053, -11.319098], [16.893076, 37.225954, -9.270124], [16.970052, 36.324357, -10.127155], [17.462637, 37.126405, -8.060562], [16.348656, 38.435263, -9.566631], [18.048062, 36.338550, -7.849000], [17.371875, 37.919170, -7.456985], [16.310491, 38.762185, -10.514198], [16.252475, 39.106392, -8.828841], [17.739454, 31.802786, -12.247003], [17.367684, 32.983034, -12.306310], [19.038672, 31.466510, -12.036274], [16.913721, 30.723574, -12.305601], [19.790392, 32.125303, -11.925658], [19.315045, 30.630990, -12.530587], [16.038562, 30.867965, -12.775377], [17.286775, 29.826803, -12.058980], [14.915627, 32.837236, -9.579256], [15.542756, 33.808043, -10.052793], [14.134407, 32.060234, -10.362194], [15.045263, 32.445968, -8.298977], [14.003331, 32.280705, -11.328186], [13.611806, 31.333984, -9.906204], [15.742033, 32.850455, -7.702213], [14.586423, 31.595429, -8.025415], [18.930474, 33.718499, -9.003665], [18.602830, 34.105564, -10.139520], [19.973659, 34.175751, -8.294572], [18.321712, 32.622426, -8.470805], [20.607275, 34.785173, -8.793963], [20.424353, 33.617117, -7.591773], [18.647144, 32.266983, -7.590649], [17.626678, 32.150576, -9.017200], [14.404249, 35.403266, -13.027225], [15.535569, 35.341159, -12.540834], [13.672779, 36.547825, -13.146791], [13.915539, 34.368918, -13.785555], [14.103734, 37.424575, -12.913964], [12.971861, 36.543355, -13.864794], [13.002598, 34.530576, -14.172964], [14.275771, 33.438358, -13.710662], [18.454154, 35.565997, -14.052961], [19.446829, 36.562351, -14.693313], [20.715470, 36.341985, -14.091942], [18.359850, 35.792744, -12.649328], [18.848478, 34.561219, -14.192233], [17.557867, 35.753839, -14.644262], [19.012190, 37.554090, -14.518872], [19.585545, 36.410323, -15.766212], [21.307811, 37.026553, -14.425198], [19.026153, 36.440758, -12.391653]],
  "atomic_forces_ev_per_a": [[0.28, -0.31, 0.21], [0.72, 0.02, -1.47], [-0.12, 1.01, 0.77], [-0.52, -0.10, -0.03], [-0.25, -0.33, 0.44], [-0.14, 0.00, 0.21], [0.43, -0.12, 0.49], [-0.19, -0.23, -0.05], [0.02, 0.33, -0.11], [0.77, 0.56, 0.56], [-0.64, -0.68, -0.51], [0.25, -0.89, -0.37], [0.11, 1.16, -0.15], [-0.43, 0.53, -0.07], [0.24, -0.10, 0.31], [-0.11, -0.47, 0.15], [-0.30, -0.28, -0.27], [1.10, 0.70, -1.17], [-0.36, -0.50, 0.60], [-0.03, -0.16, 0.81], [-0.35, -0.35, -0.05], [-0.16, 0.14, 0.01], [-0.30, -0.13, -0.49], [-0.07, 0.22, 0.00], [0.09, 0.04, 0.41], [-0.46, -2.14, -1.20], [0.68, 0.55, 0.93], [0.68, 1.25, -0.22], [0.07, 0.76, 0.34], [-0.17, 0.07, 0.07], [-0.18, -0.14, 0.12], [-0.24, -0.35, 0.00], [-0.03, -0.09, 0.06], [0.63, -0.11, -2.21], [-0.58, 0.43, 0.51], [0.34, -0.70, 0.51], [-0.54, 0.86, 0.78], [0.02, -0.02, 0.07], [-0.19, 0.37, 0.07], [-0.10, -0.65, -0.14], [0.16, 0.02, -0.01], [1.68, 0.56, -1.38], [-0.13, -0.84, 0.41], [-0.14, 0.64, 0.35], [-0.63, 0.20, -0.10], [-0.30, -0.15, -0.15], [-0.61, -0.40, 0.74], [0.43, 0.22, 0.03], [-0.67, -0.12, -0.05], [0.15, -0.15, 0.14], [0.08, -0.15, 0.10]],
  "total_charge": 2,
  "molar_mass_g_mol": 427.738,
  "gap_ev": 10.608,
  "multiplicity": 1,
  "lumo_energy_ev": -4.55,
  "largest_force_ev_per_a": 2.49,
  "de_lowest_kcal_mol": 0.0
}

***

# 2
{
  "formula": "C3H5N3S",
  "method": "ωB97M-V with the def2-TZVPD basis set",
  "elements": ["C", "C", "C", "N", "N", "N", "S", "H", "H", "H", "H", "H"],
  "positions_angstrom": [[0.802978, 1.005002, -0.709626], [2.230397, -0.409296, 0.069415], [0.045431, -0.043369, -0.198507], [2.164680, 0.784296, -0.462057], [1.000353, -1.000243, 0.205782], [-2.578675, 0.438308, 0.479088], [-1.648616, -0.497405, -0.589006], [0.302916, 1.933100, -1.058472], [3.119608, -0.837849, 0.258205], [0.931364, -1.923264, 0.607633], [-3.525512, 0.649987, 0.134908], [-2.844929, -0.099266, 1.262636]],
  "atomic_forces_ev_per_a": [[-0.33, -0.22, 1.40], [-3.52, 1.59, -1.24], [0.28, -0.59, -1.31], [-1.45, 0.64, -0.50], [0.84, 0.87, 0.29], [-1.04, 0.75, 0.03], [1.00, -0.17, -0.08], [1.03, -0.74, 0.02], [2.69, -1.77, 0.93], [-0.71, 0.21, -0.10], [0.92, 0.29, -0.83], [0.29, -0.87, 1.39]],
  "smiles": "NSc1cnc[nH]1",
  "total_charge": 0,
  "molar_mass_g_mol": 115.161,
  "gap_ev": 9.165,
  "multiplicity": 1,
  "lumo_energy_ev": 0.56,
  "largest_force_ev_per_a": 4.06,
  "de_lowest_kcal_mol": 29.6
}